Record 1
Below is a structure of composition C30H24ClF3N4O2S5Sr at a distorted geometry, with properties calculated with wB97M-V/def2-TZVPD.

## Properties
F_max: 2.03 eV/Å
Lowest unoccupied orbital energy: 3.7 eV
DFT total energy: -117248.353 eV
Net charge: -2

```
70
Properties=species:S:1:pos:R:3:forces:R:3
Sr -0.715865 0.041070 0.993449 -1.271 -1.188 1.054
Cl 0.931603 5.128714 -4.720158 -0.032 -0.038 0.057
C 0.491443 3.818347 -3.634573 0.003 -0.021 -0.046
C -0.054058 2.641733 -4.158428 0.036 0.011 -0.053
C -0.368201 1.600238 -3.324683 0.056 0.017 0.024
C -0.162189 1.657481 -1.908550 0.060 0.027 0.124
O -0.405512 0.649663 -1.178613 0.231 0.526 -1.189
C 0.350302 2.902443 -1.399368 0.045 0.117 0.346
C 0.570583 3.196493 0.018898 -0.211 0.046 -0.369
N 0.282719 2.451642 1.012522 0.312 0.124 0.483
C 0.638287 2.866458 2.330126 -0.350 -0.186 -0.320
C 1.711320 3.666586 2.605373 0.230 0.112 0.141
C 2.063662 3.996142 3.935589 -0.034 0.003 -0.214
C 1.348986 3.498310 4.981155 -0.067 -0.101 0.050
C 0.248738 2.638427 4.737576 -0.011 0.033 0.219
C -0.494326 2.030828 5.782413 0.142 0.083 0.009
C -1.524850 1.198129 5.487542 -0.143 -0.087 -0.161
C -1.840581 0.957083 4.125150 -0.046 0.042 0.114
N -1.168130 1.494744 3.145676 0.217 0.388 -0.025
C -0.124097 2.325106 3.421799 -0.073 0.014 -0.239
C 0.675256 3.942279 -2.281603 0.001 0.049 -0.022
H -0.228134 2.562987 -5.224979 0.024 -0.003 0.005
H -0.794165 0.685080 -3.717808 -0.019 0.012 -0.003
H 0.993597 4.194855 0.193854 -0.003 0.000 -0.010
H 2.345076 4.009715 1.797433 0.003 -0.005 0.014
H 2.924981 4.628610 4.111089 0.014 -0.010 0.000
H 1.629161 3.716640 6.005571 -0.013 0.008 -0.005
H -0.206286 2.226370 6.810058 -0.014 0.015 -0.003
H -2.096230 0.698006 6.257604 0.001 0.016 -0.001
H -2.651258 0.291665 3.841531 0.029 -0.018 0.018
H 1.080761 4.864549 -1.879064 -0.004 -0.006 -0.010
S 1.592411 -0.432181 3.113295 0.132 -0.226 -0.373
C 1.763435 -1.794485 2.051902 -0.013 0.147 0.118
C 2.851319 -2.698045 2.159226 0.009 0.093 0.105
C 2.928982 -3.793006 1.342248 -0.015 -0.051 -0.024
C 1.914119 -4.029483 0.406892 0.062 -0.003 0.021
C 0.898031 -3.104742 0.337775 -0.124 0.137 0.096
N 0.824728 -2.004692 1.100860 0.491 -0.455 -0.082
H 3.609853 -2.486778 2.900085 0.010 -0.005 -0.013
H 3.769059 -4.474586 1.425925 -0.004 -0.003 0.006
H 1.915774 -4.896022 -0.240720 0.000 -0.010 0.010
H 0.073686 -3.233786 -0.354762 0.009 0.011 -0.018
S -5.510317 -1.808817 2.529087 0.270 0.062 -0.105
C -3.984098 -1.280959 1.983422 0.046 0.011 -0.006
S -2.525329 -2.169571 2.333840 -0.189 0.270 0.110
S -3.827635 0.153839 1.005708 0.025 -0.092 0.146
C 2.509551 -1.007318 -2.108100 0.016 -0.091 -0.179
S 2.806516 0.290260 -0.914699 0.378 -0.030 0.712
C 3.362112 1.514822 -2.101753 0.054 0.091 -0.203
O 4.050971 -0.100288 -0.176416 -0.262 0.061 -0.287
H 3.481075 -1.278141 -2.527006 -0.052 -0.016 -0.043
H 1.823731 -0.652714 -2.879429 -0.022 -0.005 0.050
H 2.078892 -1.852757 -1.575387 0.024 -0.005 0.017
H 2.594932 1.724255 -2.848812 -0.002 -0.011 0.032
H 4.274436 1.119350 -2.553882 -0.027 0.059 -0.034
H 3.583868 2.423858 -1.544402 0.015 -0.023 -0.004
F -3.130529 -5.051536 -4.976182 0.026 -0.051 -0.043
C -3.940269 -4.143681 -4.386028 0.071 0.067 0.142
F -4.322760 -3.296910 -5.365575 -0.025 0.036 -0.067
F -5.039969 -4.803495 -3.993031 -0.050 -0.038 -0.012
C -3.250494 -3.428120 -3.261505 -0.064 -0.064 -0.137
C -3.812630 -3.354497 -2.005799 -0.006 0.031 0.175
C -3.118979 -2.668228 -1.006556 0.033 0.027 -0.141
N -1.945321 -2.087232 -1.230765 0.116 0.076 0.028
C -1.421322 -2.155740 -2.452707 -0.057 0.012 0.020
C -2.027847 -2.816694 -3.505775 0.060 0.045 -0.012
H -4.764341 -3.813762 -1.780503 -0.001 0.014 -0.008
H -3.503533 -2.587692 0.002412 -0.015 -0.040 -0.005
H -0.471616 -1.647138 -2.586669 -0.025 -0.004 0.010
H -1.563069 -2.853700 -4.482797 -0.006 -0.004 0.008
```
Forces are in eV/Å.

Results of the Mulliken charge analysis, in e, for atoms 1 through 2:
1 Sr 1.421
2 Cl -0.297

Record 2
Below is a cluster of 15 separate species, H30O15 in total at a distorted geometry, with properties calculated with wB97M-V/def2-TZVPD.

## Properties
F_max: 6.70 eV/Å
Lowest unoccupied orbital energy: -0.4 eV
DFT total energy: -31193.071 eV

```
45
Properties=species:S:1:pos:R:3:forces:R:3
H 0.226183 -0.031661 -0.093294 -0.984 -2.257 0.559
H -0.850610 -0.374144 -0.964089 -1.305 -0.328 -0.050
H 1.141890 2.959213 -1.138311 -0.241 0.174 -0.330
H 1.950869 3.465137 0.015136 0.127 0.508 -0.757
H 2.604213 -2.177005 -2.160199 -0.927 -0.674 2.262
H 2.241366 -3.153719 -0.931904 0.575 -0.746 -0.091
H -0.707236 -4.551995 1.612379 4.034 -2.465 -0.716
H -2.095096 -4.622029 1.863762 0.039 0.985 0.096
H -1.796910 -2.238663 2.579987 -0.052 -0.375 1.208
H -1.939107 -1.804976 4.113468 0.060 -1.205 -1.258
H -4.683787 -1.297432 0.492333 -0.123 -0.248 -0.050
H -4.139796 -0.080915 -0.287868 -0.849 -0.227 1.195
H 3.163095 -0.777950 2.492979 0.198 -0.380 0.789
H 4.594422 -0.375448 2.382655 -1.063 -1.515 1.797
H -1.341542 3.651659 2.043643 -2.371 0.836 -0.633
H -2.579629 2.963628 1.504112 -0.194 0.496 0.028
H 3.012137 0.151108 -4.747901 0.824 1.308 -2.950
H 2.439115 -0.920475 -3.978199 0.202 0.907 0.735
H 3.076027 1.597244 0.767066 0.836 0.161 0.219
H 4.550772 1.959250 1.146344 2.357 -0.732 -0.808
H -1.950310 1.928305 -3.297482 -0.252 0.527 0.440
H -3.096199 2.843661 -2.899058 -1.390 0.449 -0.375
H 0.422660 -0.353239 -1.967888 0.275 -0.424 -0.118
H 1.814475 0.241031 -2.064436 -0.315 -0.794 -0.535
H -2.568181 -0.536454 -0.171093 0.433 -0.932 0.102
H -1.576540 -0.810096 1.071840 -1.594 1.271 -1.559
H -3.450100 -0.843171 -2.987268 2.111 -0.312 0.646
H -1.856234 -0.985101 -3.167188 -0.123 -0.100 -0.485
H 2.309674 1.855375 3.040692 0.288 -0.109 -0.819
H 1.199278 1.451590 3.912649 0.092 -0.636 -2.639
O -0.434362 -0.802350 -0.220380 6.362 0.896 -1.885
O 1.783341 3.647443 -0.935916 0.091 -0.627 1.106
O 2.147599 -2.263961 -1.263020 1.879 -1.857 -0.466
O -1.377756 -3.971568 1.720129 -3.821 0.698 -0.532
O -1.838961 -2.588533 3.497586 -0.346 2.335 1.252
O -4.498848 -0.362414 0.586423 -1.458 0.444 -1.248
O 3.993687 -0.944270 2.989573 0.809 1.903 -2.499
O -2.307184 3.863921 1.766158 2.573 -1.434 0.589
O 2.910904 -0.064529 -3.866412 -0.382 -1.840 1.479
O 3.668333 2.159549 1.297739 -3.136 0.572 0.570
O -2.229338 2.598812 -2.646321 1.672 -0.988 -0.056
O 1.334796 -0.618163 -2.115619 -1.041 4.191 -1.272
O -2.180651 -0.163821 0.609224 -1.480 1.479 3.903
O -2.565557 -0.993294 -2.525008 -1.985 0.387 -0.158
O 1.479096 1.370452 2.922977 -0.404 0.674 3.317
```
Forces are in eV/Å.

Results of the Mulliken charge analysis, in e, for atoms 1 through 2:
1 H 0.307
2 H 0.407

Record 3
Below is a cluster of 2 separate species, C4H12 in total at a distorted geometry, with properties calculated with wB97M-V/def2-TZVPD.

## Properties
F_max: 2.76 eV/Å
Lowest unoccupied orbital energy: 1.2 eV
DFT total energy: -4341.741 eV
SMILES string: CC.CC

```
16
Properties=species:S:1:pos:R:3:forces:R:3
C -1.539767 0.305479 -2.241593 0.884 0.891 -1.808
C -1.386105 -0.216235 -0.821816 0.321 1.280 -0.378
H -2.297474 -0.176639 -2.861954 -0.359 -0.099 0.525
H -1.662986 1.384674 -2.372870 -0.587 0.017 0.591
H -0.663702 0.199680 -2.912686 0.160 -0.447 0.781
H -0.980468 0.506698 -0.115391 0.060 0.580 -0.304
H -0.584671 -0.945396 -0.839706 -0.740 -1.068 0.390
H -2.385547 -0.381014 -0.427625 0.236 -1.142 0.176
C 1.930542 0.230111 1.016735 -0.148 2.031 0.226
C 0.949249 -0.329433 2.060137 1.942 -1.940 -0.330
H 1.405195 0.786694 0.231414 -0.073 -0.357 -0.098
H 2.507015 1.045124 1.478688 0.083 -0.269 0.090
H 2.683754 -0.389932 0.539846 -0.357 -0.641 0.161
H 0.810300 0.319433 2.916668 -0.806 0.374 -0.378
H 1.449159 -1.195621 2.522050 0.054 0.107 0.065
H 0.117091 -0.831170 1.576750 -0.669 0.684 0.292
```
Forces are in eV/Å.

Results of the Mulliken charge analysis, in e, for atoms 1 through 2:
1 C -1.051
2 C -0.684

Record 4
Below is a cluster of 3 separate species, C22H43NO6P in total, with properties calculated with wB97M-V/def2-TZVPD.

## Properties
F_max: 0.88 eV/Å
Lowest unoccupied orbital energy: 2.1 eV
DFT total energy: -46571.782 eV
Net charge: -1

```
73
Properties=species:S:1:pos:R:3:forces:R:3
C 7.311218 -0.842434 0.256153 0.381 0.077 -0.427
C 6.771225 -1.412937 -1.066053 0.020 -0.158 0.363
O 5.873376 -2.471860 -0.877856 -0.111 0.019 -0.092
C 4.602200 -2.038623 -0.344367 -0.176 -0.225 0.204
C 3.432017 -2.789411 -0.942885 0.494 0.641 0.159
P 1.942978 -1.563174 -1.178335 -0.414 -0.184 0.055
C 0.687903 -2.796157 -0.345449 0.046 0.419 -0.328
C -0.729250 -2.279322 -0.492001 0.223 -0.549 0.235
C -1.786136 -3.281020 -0.041807 -0.492 0.461 -0.564
N -3.121800 -2.652480 0.122622 0.235 -0.124 0.180
C -3.798128 -2.497363 -1.155018 -0.175 0.038 0.040
C -4.964722 -1.537081 -1.147779 -0.505 -0.175 -0.121
C -6.155766 -1.937569 -1.762403 -0.095 0.409 0.367
C -7.291722 -1.128243 -1.775005 0.479 -0.076 0.103
C -7.237473 0.113988 -1.163329 0.131 0.054 -0.028
C -6.054539 0.551055 -0.573619 -0.424 -0.242 -0.295
C -4.932868 -0.260204 -0.573431 0.379 -0.210 -0.045
O -3.743987 0.217765 -0.068271 -0.195 0.141 -0.164
H 7.127440 -1.551764 1.055984 -0.127 -0.063 0.187
H 6.885306 0.128060 0.491412 -0.204 -0.021 0.162
H 8.392102 -0.707795 0.185528 0.078 0.064 0.049
H 7.593826 -1.818162 -1.650200 0.107 -0.071 -0.116
H 6.301908 -0.614201 -1.644761 -0.066 0.093 -0.145
H 4.501373 -0.964659 -0.531081 -0.104 0.141 -0.147
H 4.598712 -2.172492 0.741211 0.180 0.042 0.111
H 3.722577 -3.104616 -1.943099 -0.112 -0.218 -0.146
H 3.194960 -3.637484 -0.304542 -0.179 -0.239 -0.131
H 2.215859 -0.951261 0.143392 0.237 0.060 0.021
H 2.874783 -0.637148 -1.858453 0.148 0.010 0.080
H 1.616074 -2.174185 -2.509337 -0.105 -0.060 -0.013
H 0.882072 -0.558684 -1.377709 -0.070 -0.062 -0.089
H 0.791611 -3.743003 -0.880377 0.084 -0.193 0.034
H 0.960373 -2.917445 0.705320 0.069 -0.088 0.110
H -0.849296 -1.359608 0.075727 -0.065 0.213 -0.030
H -0.863107 -2.074133 -1.554726 -0.160 0.335 -0.114
H -1.507185 -3.755504 0.893711 0.031 0.003 0.199
H -1.864905 -4.054076 -0.820139 0.175 -0.316 0.141
H -3.685149 -3.272422 0.691045 -0.087 0.037 0.060
H -4.183045 -3.467842 -1.493741 -0.037 -0.047 -0.226
H -3.099555 -2.176541 -1.923483 0.332 0.143 0.108
H -6.203705 -2.919738 -2.208767 0.038 -0.127 -0.074
H -8.190623 -1.482396 -2.253203 -0.166 0.020 -0.044
H -8.095721 0.770079 -1.162403 -0.130 0.007 -0.001
H -6.008286 1.539873 -0.146238 0.140 0.134 0.147
H -3.825815 0.288379 0.885378 0.211 -0.056 0.145
O 3.222009 -1.554217 3.217412 -0.173 -0.053 0.184
C 4.120496 -0.872831 3.608952 0.280 -0.102 -0.276
O 4.075956 0.461061 3.383362 -0.214 0.066 0.114
C 5.040500 1.368317 3.903179 0.149 0.098 -0.028
C 6.251498 1.484799 2.998949 0.014 -0.085 0.005
C 5.349522 -1.470952 4.261305 -0.061 0.103 0.318
H 5.314234 1.103076 4.926879 0.023 -0.009 -0.028
H 4.524476 2.326528 3.953446 -0.060 -0.019 -0.019
H 6.783677 0.537066 2.915074 0.007 0.013 0.046
H 6.943778 2.236128 3.382903 -0.013 0.016 0.011
H 5.940178 1.773836 1.995599 -0.027 0.030 0.020
H 6.035766 -1.785780 3.475877 0.007 0.008 -0.034
H 5.036925 -2.346880 4.823812 -0.031 -0.069 -0.129
H 5.869218 -0.801214 4.943649 0.063 0.001 -0.106
O -2.593462 6.178465 -2.688628 0.009 0.083 -0.025
C -3.575419 5.642263 -2.261707 0.062 -0.181 0.166
O -4.697771 6.387332 -2.106662 -0.046 0.128 -0.142
C -5.960746 5.814241 -1.771610 -0.128 -0.041 0.107
C -6.128491 5.637679 -0.276082 0.105 -0.011 0.043
C -3.591623 4.194620 -1.831596 -0.166 -0.136 -0.368
H -6.118477 4.881310 -2.314377 0.018 -0.005 0.025
H -6.697180 6.524815 -2.145329 0.047 0.043 -0.025
H -5.396654 4.939042 0.129106 -0.030 -0.047 -0.023
H -7.126261 5.261026 -0.047077 -0.008 0.005 -0.012
H -5.989443 6.592067 0.232039 -0.038 0.016 -0.020
H -3.233729 4.123857 -0.805856 0.012 -0.011 0.020
H -2.917376 3.635350 -2.474862 0.159 0.088 0.097
H -4.568710 3.722831 -1.905373 0.020 0.015 0.158
```
Forces are in eV/Å.

Results of the Mulliken charge analysis, in e, for atoms 1 through 2:
1 C -0.528
2 C -0.524

Record 5
Below is the molecule C3H3NOS at a distorted geometry, with properties calculated with wB97M-V/def2-TZVPD.

## Properties
F_max: 1.20 eV/Å
Lowest unoccupied orbital energy: -0.4 eV
DFT total energy: -17531.252 eV
SMILES string: N#CC(=O)CS

```
9
Properties=species:S:1:pos:R:3:forces:R:3
C -0.507645 -0.502927 -0.017956 -0.052 0.693 0.829
C 0.507446 0.618901 -0.116653 0.724 -0.270 -0.918
C 1.907260 0.051220 -0.187123 -0.063 0.315 0.104
H -2.355286 0.653947 0.827531 -0.034 -0.059 -0.293
H -0.255842 -1.338056 -0.651188 0.249 -0.108 -0.414
H -0.384828 -0.877899 1.003540 -0.165 -0.120 0.000
N 2.955846 -0.407216 -0.301393 -0.279 0.071 0.070
O 0.326439 1.798511 -0.213367 -0.122 -0.605 0.326
S -2.193388 0.003515 -0.343393 -0.259 0.083 0.296
```
Forces are in eV/Å.

Results of the Mulliken charge analysis, in e, for atoms 1 through 2:
1 C -0.705
2 C 0.622

Record 6
Below is a cluster of 2 separate species, C6H12 in total at a distorted geometry, with properties calculated with wB97M-V/def2-TZVPD.

## Properties
F_max: 1.81 eV/Å
Lowest unoccupied orbital energy (spin up / spin down): 0.3 / 0.1 eV
DFT total energy: -6410.910 eV

```
18
Properties=species:S:1:pos:R:3:forces:R:3
C 0.687580 -1.990926 0.432308 -0.094 -0.089 0.064
C 0.363624 -0.824549 1.368864 1.733 0.448 -0.236
C -0.930233 -0.174285 1.309272 -0.893 -0.111 0.409
C -0.330922 1.381810 -0.504047 0.091 0.886 -1.577
C -1.290207 1.465431 -1.462386 -0.146 0.057 0.416
C 0.876289 0.726032 -1.040477 -0.152 0.020 -0.571
H 0.766387 -1.590792 -0.575849 -0.140 -0.370 0.032
H -0.041907 -2.805865 0.439138 0.021 0.098 0.134
H 1.677867 -2.393592 0.679014 -0.240 -0.011 0.009
H 0.653396 -1.034062 2.410307 -0.105 -0.008 -0.228
H 1.141646 -0.045083 1.012703 -0.551 -0.500 0.464
H -1.248729 0.378395 2.195604 0.020 0.026 -0.393
H -1.711394 -0.468819 0.623350 0.076 -0.151 0.085
H -0.187885 2.221584 0.170896 -0.087 -0.148 0.082
H -1.442365 0.645263 -2.164213 0.285 0.236 -0.019
H -1.900053 2.353635 -1.641399 -0.197 -0.346 0.526
H 1.565430 1.451551 -1.476788 0.220 -0.139 0.453
H 0.682189 -0.085102 -1.750587 0.161 0.101 0.348
```
Forces are in eV/Å.

Results of the Mulliken charge analysis, in e, for atoms 1 through 2:
1 C -0.949
2 C -0.035

- Among the records above, which one has the highest DFT total energy?
  C4H12